1:
The following is a quantum chemistry calculation of the molecule C3H5OP, from OMol25.

Last column: Löwdin charge in e.
Positions of all 10 atoms, in Å:
C (0.753, 0.193, 0.515)  -0.0882
C (-0.421, 0.162, 0.503)  -0.1142
C (2.148, 0.281, 0.094)  -0.0864
O (-1.839, 0.334, 0.817)  -0.4896
P (-2.930, -0.602, 0.068)  0.7610
H (2.118, 1.229, -0.342)  0.0579
H (2.973, 0.270, 0.779)  0.0747
H (2.324, -0.368, -0.729)  0.0728
H (-2.151, -1.636, -0.479)  -0.1112
H (-2.975, 0.137, -1.227)  -0.0767

The SMILES is CC#COP. The spin multiplicity is 1. As for the frontier orbital gap: 10.09 eV. The LUMO energy comes out at 0.6 eV. The molecular weight comes out at 88.0 g mol⁻¹. For the highest occupied orbital energy, the calculation gives -9.439 eV.



2:
The following is a quantum chemistry calculation of a structure of composition C3H5OP, from OMol25.

Last column: Löwdin charge in e.
Positions of all 10 atoms, in Å:
C (-1.196, -0.461, 0.097)  -0.2094
C (-0.209, 0.532, 0.618)  -0.2852
C (-0.082, 0.037, -0.767)  -0.3256
O (2.851, -0.004, -0.213)  -0.5441
P (2.102, -1.079, -0.827)  0.9197
H (-1.102, -1.507, 0.352)  0.0836
H (-2.119, 0.198, -0.121)  0.1301
H (-0.377, 1.508, 1.081)  0.0940
H (0.568, 0.130, 1.344)  0.0865
H (-0.436, 0.646, -1.564)  0.0504

The spin multiplicity is 1. As for the frontier orbital gap: 7.42 eV. The LUMO energy comes out at -1.1 eV. The molecular weight comes out at 88.0 g mol⁻¹. For the highest occupied orbital energy, the calculation gives -8.551 eV.



2 wins, 0.0020 hartree ahead of the next structure.



1:
The following is a quantum chemistry calculation of the molecule C22H29N3O4S, from OMol25.

Last column: Löwdin charge in e.
Positions of all 59 atoms, in Å:
C (-2.992, -1.785, -2.123)  -0.0562
C (-3.610, -1.818, -0.733)  -0.2653
O (-4.299, -0.607, -0.524)  -0.1484
C (-4.461, -0.245, 0.826)  -0.2285
H (-3.522, -0.409, 1.377)  0.1013
C (-4.853, 1.231, 0.884)  -0.1435
C (-3.844, 2.104, 0.136)  -0.1698
N (-2.503, 1.937, 0.651)  0.0939
C (-1.486, 1.499, -0.107)  -0.4263
O (-1.554, 1.340, -1.310)  0.0618
C (-0.195, 1.210, 0.677)  -0.1360
N (0.173, -0.185, 0.400)  0.0120
C (-0.427, -1.114, 1.166)  -0.4326
O (-1.192, -0.806, 2.070)  0.0432
C (-0.146, -2.591, 0.889)  -0.0782
N (1.239, -2.980, 1.001)  0.0483
C (1.920, -3.552, -0.023)  -0.5636
O (1.445, -3.652, -1.135)  0.0500
C (3.298, -4.040, 0.353)  0.0012
H (3.212, -4.885, 1.033)  0.0856
H (3.821, -4.359, -0.543)  0.0877
H (3.863, -3.251, 0.844)  0.0481
H (1.668, -2.909, 1.909)  0.1375
H (-0.750, -3.152, 1.612)  0.1360
H (-0.474, -2.856, -0.122)  0.1227
C (0.950, -0.440, -0.794)  -0.1262
C (2.402, -0.138, -0.599)  -0.4698
C (3.273, 0.406, -1.487)  -0.1218
C (4.581, 0.550, -0.970)  -0.1785
C (4.686, 0.118, 0.309)  -0.3951
S (3.190, -0.487, 0.906)  1.0401
H (5.546, 0.111, 0.949)  0.0600
H (5.401, 0.965, -1.528)  0.1021
H (2.990, 0.702, -2.480)  0.1198
H (0.557, 0.190, -1.598)  0.1320
H (0.827, -1.479, -1.106)  0.1105
C (0.919, 2.179, 0.365)  -0.1799
C (1.038, 2.805, -0.869)  -0.0329
C (2.096, 3.663, -1.116)  -0.0736
C (3.044, 3.904, -0.139)  -0.0838
C (2.922, 3.297, 1.100)  -0.0774
C (1.862, 2.447, 1.352)  -0.0605
H (1.771, 1.971, 2.318)  0.1136
H (3.655, 3.485, 1.871)  0.1059
H (3.874, 4.566, -0.337)  0.1025
H (2.179, 4.142, -2.081)  0.1051
H (0.305, 2.624, -1.639)  0.1111
H (-0.405, 1.249, 1.752)  0.1430
H (-2.401, 1.948, 1.655)  0.1492
H (-3.813, 1.807, -0.914)  0.1199
H (-4.136, 3.157, 0.209)  0.1207
H (-5.828, 1.364, 0.416)  0.1149
H (-4.921, 1.537, 1.930)  0.1130
H (-5.241, -0.860, 1.303)  0.1271
H (-4.302, -2.670, -0.630)  0.1232
H (-2.823, -1.932, 0.027)  0.0966
H (-2.358, -0.906, -2.211)  0.0596
H (-3.773, -1.722, -2.874)  0.0751
H (-2.400, -2.680, -2.295)  0.0736

The SMILES is CCOCCCNC(=O)[C@H](c1ccccc1)N(Cc1cccs1)C(=O)CNC(C)=O. The spin multiplicity is 1. As for the frontier orbital gap: 8.95 eV. The LUMO energy comes out at 0.4 eV. The molecular weight comes out at 431.6 g mol⁻¹. For the highest occupied orbital energy, the calculation gives -8.516 eV.



2:
The following is a quantum chemistry calculation of the molecule C22H29N3O4S, from OMol25.

Last column: Löwdin charge in e.
Positions of all 59 atoms, in Å:
C (2.000, 0.962, 2.972)  -0.0705
H (1.452, 0.572, 3.835)  0.0982
O (2.624, -0.078, 2.247)  -0.0944
C (1.837, -0.959, 1.574)  -0.2600
C (0.447, -0.964, 1.627)  0.0246
C (-0.265, -1.856, 0.833)  -0.1267
C (0.406, -2.782, 0.039)  0.0225
C (1.795, -2.811, 0.022)  -0.2785
C (2.504, -1.885, 0.780)  0.0595
H (3.581, -1.887, 0.749)  0.1326
O (2.545, -3.676, -0.711)  -0.0806
C (1.878, -4.632, -1.501)  -0.0831
H (1.266, -4.157, -2.275)  0.0952
H (2.662, -5.222, -1.974)  0.0929
H (1.247, -5.287, -0.892)  0.0986
H (-0.194, -3.457, -0.550)  0.1117
C (-1.756, -1.862, 0.720)  -0.4437
O (-2.351, -2.746, 0.123)  0.0491
N (-2.402, -0.809, 1.267)  0.0934
H (-1.881, -0.075, 1.720)  0.1013
C (-3.834, -0.659, 1.228)  -0.1202
H (-4.241, -1.614, 0.885)  0.1219
H (-4.180, -0.476, 2.251)  0.1274
C (-4.362, 0.480, 0.326)  -0.2611
C (-4.592, 0.059, -1.132)  -0.1539
C (-3.292, -0.020, -1.927)  -0.1518
H (-3.508, -0.233, -2.975)  0.1176
H (-2.676, -0.830, -1.536)  0.0941
C (-2.549, 1.311, -1.813)  -0.1413
N (-2.275, 1.582, -0.424)  -0.0305
C (-1.072, 1.602, 0.179)  -0.4028
O (-0.959, 1.822, 1.380)  0.0321
C (0.144, 1.294, -0.619)  -0.2815
C (0.340, 0.242, -1.469)  -0.3438
S (1.980, 0.155, -1.962)  1.0988
C (2.303, 1.571, -0.965)  -0.5337
N (1.270, 2.011, -0.355)  0.1305
C (3.675, 2.141, -0.872)  -0.4138
C (3.669, 3.391, 0.003)  -0.0657
H (4.667, 3.820, 0.047)  0.0792
H (2.981, 4.131, -0.396)  0.0792
H (3.347, 3.136, 1.008)  0.0724
C (4.633, 1.082, -0.317)  -0.0677
H (4.662, 0.212, -0.970)  0.0652
H (5.637, 1.493, -0.241)  0.0810
H (4.307, 0.766, 0.671)  0.0703
H (4.002, 2.408, -1.885)  0.1372
H (-0.351, -0.509, -1.791)  0.0751
C (-3.478, 1.737, 0.370)  -0.0959
H (-3.180, 1.972, 1.393)  0.1271
H (-4.047, 2.584, -0.031)  0.1350
H (-1.623, 1.311, -2.386)  0.1096
H (-3.190, 2.115, -2.197)  0.1319
H (-5.099, -0.907, -1.158)  0.1166
H (-5.249, 0.794, -1.605)  0.1157
H (-5.337, 0.758, 0.741)  0.1382
H (-0.056, -0.265, 2.272)  0.0992
H (2.811, 1.598, 3.324)  0.0934
H (1.323, 1.544, 2.340)  0.0729

The SMILES is COc1cc(OC)cc(C(=O)NC[C@@H]2CCCN(C(=O)c3csc(C(C)C)n3)C2)c1. The spin multiplicity is 1. As for the frontier orbital gap: 8.88 eV. The LUMO energy comes out at 0.5 eV. The molecular weight comes out at 431.6 g mol⁻¹. For the highest occupied orbital energy, the calculation gives -8.347 eV.



3:
The following is a quantum chemistry calculation of the molecule C22H29N3O4S, from OMol25.

Last column: Löwdin charge in e.
Positions of all 59 atoms, in Å:
C (6.408, 2.007, 2.084)  -0.0632
C (5.468, 1.549, 0.980)  -0.2611
O (4.468, 0.750, 1.578)  -0.0359
C (3.521, 0.183, 0.782)  -0.2038
C (3.412, 0.357, -0.586)  -0.0034
C (2.403, -0.263, -1.312)  -0.0127
C (1.485, -1.065, -0.661)  -0.2412
C (1.580, -1.252, 0.721)  0.0028
C (2.586, -0.646, 1.450)  -0.2002
O (2.796, -0.777, 2.786)  -0.0266
C (1.943, -1.590, 3.565)  -0.2361
C (0.646, -0.887, 3.953)  -0.0606
H (0.875, 0.042, 4.469)  0.0828
H (0.068, -1.525, 4.617)  0.0790
H (0.045, -0.656, 3.077)  0.0073
H (1.736, -2.539, 3.054)  0.1178
H (2.527, -1.805, 4.464)  0.1248
H (0.848, -1.877, 1.208)  0.1073
N (0.436, -1.711, -1.331)  0.1330
C (0.327, -1.987, -2.654)  -0.4633
O (1.116, -1.658, -3.512)  0.0757
C (-0.949, -2.778, -2.957)  -0.1117
N (-2.110, -2.007, -2.532)  -0.2379
C (-3.292, -2.833, -2.369)  -0.0698
H (-3.105, -3.580, -1.598)  0.0881
H (-3.582, -3.345, -3.297)  0.0950
H (-4.121, -2.204, -2.049)  0.0907
C (-2.372, -0.908, -3.452)  -0.0961
C (-3.272, 0.140, -2.804)  -0.4563
O (-4.187, 0.678, -3.383)  0.0791
N (-2.886, 0.387, -1.525)  0.1186
C (-3.442, 1.237, -0.579)  -0.2290
C (-4.585, 1.997, -0.813)  -0.0039
C (-5.091, 2.816, 0.179)  -0.0740
C (-4.475, 2.893, 1.418)  -0.0907
C (-3.336, 2.146, 1.661)  -0.1097
C (-2.818, 1.334, 0.670)  -0.4602
S (-1.306, 0.426, 0.986)  0.9044
C (-0.134, 1.795, 0.743)  -0.3149
H (0.853, 1.416, 0.989)  0.0177
H (-0.405, 2.613, 1.404)  0.0404
H (-0.165, 2.113, -0.295)  0.0491
H (-2.842, 2.190, 2.620)  0.1057
H (-4.877, 3.529, 2.191)  0.1006
H (-5.978, 3.398, -0.018)  0.1051
H (-5.063, 1.936, -1.776)  0.1009
H (-2.102, -0.165, -1.183)  0.0728
H (-1.422, -0.424, -3.702)  0.1380
H (-2.842, -1.241, -4.389)  0.1379
H (-0.921, -3.714, -2.394)  0.1286
H (-0.967, -3.019, -4.030)  0.1346
H (-0.299, -2.066, -0.734)  0.1294
H (2.344, -0.126, -2.377)  0.1038
H (4.116, 0.979, -1.114)  0.1074
H (5.012, 2.418, 0.484)  0.1260
H (6.019, 0.967, 0.228)  0.1270
H (7.196, 2.628, 1.666)  0.0750
H (6.852, 1.144, 2.572)  0.0781
H (5.857, 2.577, 2.826)  0.0775

The SMILES is CCOc1ccc(NC(=O)CN(C)CC(=O)Nc2ccccc2SC)cc1OCC. The spin multiplicity is 1. As for the frontier orbital gap: 8.31 eV. The LUMO energy comes out at 0.5 eV. The molecular weight comes out at 431.6 g mol⁻¹. For the highest occupied orbital energy, the calculation gives -7.811 eV.



1 wins, 0.0034 hartree ahead of the next structure.



1:
The following is a quantum chemistry calculation of the molecule C4H10NP, from OMol25.

Last column: Löwdin charge in e.
Positions of all 16 atoms, in Å:
C (-1.763, -0.204, -1.229)  -0.3713
C (-0.832, 0.895, -0.774)  -0.2963
C (1.935, -0.818, -0.338)  -0.0830
C (0.280, 0.365, 1.911)  -0.2412
N (-1.361, -1.220, -0.177)  -0.2841
P (-0.152, -0.336, 0.348)  0.7640
H (-2.864, 0.127, -1.287)  0.1044
H (-1.525, -0.779, -2.226)  0.1187
H (-0.339, 1.302, -1.586)  0.0432
H (-1.157, 1.644, 0.029)  0.1003
H (2.145, -0.066, -1.060)  -0.0067
H (2.472, -0.772, 0.572)  -0.0266
H (1.834, -1.813, -0.721)  -0.0003
H (-0.515, 0.613, 2.617)  0.0512
H (1.033, -0.288, 2.342)  0.0296
H (0.808, 1.351, 1.581)  0.0981

The spin multiplicity is 1. As for the frontier orbital gap: 8.52 eV. The LUMO energy comes out at 0.7 eV. The molecular weight comes out at 103.1 g mol⁻¹. For the highest occupied orbital energy, the calculation gives -7.825 eV.



2:
The following is a quantum chemistry calculation of the molecule C4H10NP, from OMol25.

Last column: Löwdin charge in e.
Positions of all 16 atoms, in Å:
C (-0.424, 0.757, -1.013)  -0.1646
C (-0.321, 0.328, 1.450)  -0.1002
C (-0.930, -1.416, -0.404)  -0.1407
C (0.034, -0.249, 0.019)  -0.7488
N (2.457, 0.787, -0.001)  -0.2850
P (1.873, -0.660, 0.057)  0.8997
H (-0.767, 0.362, -2.032)  0.1052
H (-1.183, 1.397, -0.704)  0.0419
H (0.312, 1.549, -1.227)  0.0649
H (-0.781, -0.292, 2.203)  0.0658
H (0.588, 0.587, 1.805)  -0.0194
H (-0.948, 1.281, 1.422)  0.1034
H (-0.964, -2.309, 0.400)  0.1129
H (-2.005, -1.131, -0.604)  0.0982
H (-0.409, -1.745, -1.223)  0.0084
H (3.468, 0.755, -0.144)  -0.0418

The SMILES is [H]/N=P/C(C)(C)C. The spin multiplicity is 1. As for the frontier orbital gap: 8.93 eV. The LUMO energy comes out at -0.2 eV. The molecular weight comes out at 103.1 g mol⁻¹. For the highest occupied orbital energy, the calculation gives -9.154 eV.



2 wins, 0.0483 hartree ahead of the next structure.